Record 1
83
Properties=species:S:1:pos:R:3:forces:R:3 method="wB97M-V/def2-TZVPD" homo_ev=-10.3 max_force_ha_per_bohr=0.141 total_charge=+1 total_energy_ev=-65980.7710
N 2.4129 1.8727 3.4123 0.596 -0.543 -0.337
C 3.7326 2.1886 3.2673 0.291 0.472 0.373
N 4.5084 2.9808 4.1777 2.608 -3.024 -6.023
C 5.8086 2.9096 3.5112 -4.059 -1.011 -0.462
N 5.7227 2.1587 2.2977 1.993 1.613 2.321
N 4.4615 1.6895 2.1189 -0.901 2.403 4.163
F 4.0343 0.9157 1.1018 1.331 1.030 1.051
H 1.6792 2.5871 3.5249 0.806 -0.728 0.318
H 2.2052 0.8609 3.4770 -0.210 1.166 0.068
H 6.7200 3.4086 3.9665 -1.060 -0.869 -1.103
H 6.5204 2.0081 1.6661 -0.717 -0.240 0.175
C 0.6423 -0.9353 0.7445 -0.270 -0.875 -0.672
O -0.2403 -1.0514 1.5892 0.071 0.480 0.185
N 1.6789 -0.0660 0.8866 0.260 0.429 0.405
N 0.6630 -1.6563 -0.3945 -0.673 0.892 -0.422
H 2.4083 0.0450 0.2102 -0.309 -0.181 -0.129
H 1.6986 0.4892 1.7203 -0.141 0.017 -0.368
H -0.0870 -2.3131 -0.5358 0.389 -0.257 0.142
H 1.3769 -1.5748 -1.0949 0.031 -0.154 0.127
C -3.0471 1.4922 -1.0356 -0.178 0.017 0.206
O -3.9549 2.1277 -1.5567 0.013 0.090 -0.244
N -2.0781 0.8731 -1.7555 0.405 -0.083 -0.673
N -2.9298 1.3518 0.3056 -0.126 0.206 0.560
H -1.3260 0.3478 -1.3454 -0.092 -0.035 0.025
H -2.1283 0.9527 -2.7577 0.020 -0.064 0.161
H -3.6294 1.7967 0.8769 0.085 -0.102 -0.093
H -2.1923 0.8342 0.7520 -0.062 -0.105 -0.046
C -0.0153 -4.6387 1.2266 -0.119 -0.742 0.055
O 0.8787 -4.0959 0.5779 0.008 -0.084 0.089
N -0.2627 -5.9662 1.1610 0.296 0.381 -0.321
N -0.8311 -3.9494 2.0640 -0.125 0.712 0.300
H -0.9865 -6.4259 1.6815 0.146 -0.173 -0.109
H 0.3200 -6.5146 0.5510 -0.205 -0.151 0.229
H -0.6793 -2.9542 2.1404 -0.087 -0.057 -0.030
H -1.5653 -4.3730 2.6010 0.090 -0.090 -0.095
C 0.0004 -9.4614 2.0930 0.240 -0.008 0.059
O -0.4672 -8.6178 1.3374 -0.124 -0.225 0.037
N 1.2851 -9.4288 2.5188 0.264 0.446 -0.078
N -0.7310 -10.5016 2.5675 -0.686 -0.325 0.019
H 1.6859 -10.1097 3.1368 -0.072 0.040 -0.055
H 1.8623 -8.6693 2.1866 0.183 -0.247 0.006
H -1.6915 -10.5598 2.2725 0.166 -0.031 0.049
H -0.3687 -11.2031 3.1866 0.004 0.076 -0.052
C -6.3031 1.9037 -5.2001 -0.738 -0.010 -0.394
O -7.0593 2.2590 -6.0874 0.210 -0.152 0.132
N -6.3855 2.3811 -3.9320 -0.082 0.508 0.590
N -5.3090 0.9993 -5.4026 0.658 -0.482 -0.383
H -5.7706 2.1016 -3.1868 0.061 0.014 0.046
H -7.1104 3.0550 -3.7416 0.027 -0.150 -0.043
H -5.2135 0.6230 -6.3313 -0.057 0.057 0.157
H -4.6774 0.6933 -4.6852 -0.131 0.036 0.019
C 4.5327 6.7697 6.0646 0.392 0.083 0.530
O 5.4800 6.2390 6.6239 -0.093 -0.090 -0.247
N 3.9700 6.2553 4.9395 -0.195 -0.537 -0.780
N 3.9624 7.9131 6.5152 -0.066 0.397 0.327
H 3.1920 6.6715 4.4609 0.073 0.039 0.062
H 4.3695 5.4056 4.5777 -0.165 0.206 0.166
H 4.3532 8.3235 7.3474 -0.070 -0.054 -0.130
H 3.1841 8.3636 6.0696 0.062 -0.030 0.029
C -2.1531 5.9915 -3.1460 -0.246 0.585 -0.136
O -1.6936 7.0441 -3.5618 0.103 -0.203 0.046
N -3.4498 5.8489 -2.7839 -0.505 0.189 0.240
N -1.4006 4.8666 -3.0098 0.770 -0.641 0.021
H -3.8434 4.9903 -2.4407 0.030 -0.005 -0.073
H -4.0428 6.6583 -2.8699 0.047 -0.162 -0.068
H -0.4306 4.9299 -3.2686 -0.195 0.022 0.010
H -1.7594 3.9920 -2.6703 -0.097 0.091 -0.014
C 4.8384 -8.5366 0.8417 -0.210 0.002 0.097
O 3.7988 -8.2135 1.3981 0.057 0.037 0.027
N 5.4524 -9.7238 1.0709 0.047 -0.546 0.311
N 5.4670 -7.7348 -0.0531 0.075 0.607 -0.335
H 6.3053 -10.0075 0.6246 -0.073 0.033 0.017
H 5.0154 -10.3468 1.7293 0.096 0.080 -0.134
H 5.0407 -6.8445 -0.2496 0.050 -0.165 0.016
H 6.3201 -7.9804 -0.5210 -0.078 -0.026 0.043
C -5.6637 5.9211 -5.9579 -0.311 -0.051 0.161
O -6.7036 6.2414 -5.4009 0.156 0.017 0.058
N -5.0542 4.7306 -5.7371 0.243 -0.399 0.294
N -5.0294 6.7301 -6.8447 0.093 0.627 -0.416
H -4.2010 4.4484 -6.1830 -0.087 0.073 -0.016
H -5.4948 4.1033 -5.0852 0.059 0.097 -0.135
H -5.4522 7.6233 -7.0343 0.078 -0.158 0.026
H -4.1758 6.4865 -7.3121 -0.067 -0.003 0.069

Record 2
51
Properties=species:S:1:pos:R:3:forces:R:3 method="wB97M-V/def2-TZVPD" homo_ev="-10.8 / -10.8" max_force_ha_per_bohr=0.023 total_charge=+1 total_energy_ev=-190379.9401
Tl 0.0188 -0.1959 -0.6456 0.157 0.271 -0.100
Se 2.9073 0.0591 1.8665 0.253 0.559 -0.193
Te 4.1354 2.1137 2.0554 0.221 -0.912 0.316
Te 2.7461 4.1935 1.0756 -0.568 0.311 -0.410
Se 0.9564 3.3559 -0.2638 0.244 -0.012 0.208
O -0.3153 0.4386 1.7635 0.146 0.096 -0.895
S -1.0600 0.4216 3.0514 0.210 -0.489 1.072
C -0.9203 -1.3060 3.6966 -0.283 0.413 0.126
C -0.5495 -1.1438 5.1555 0.189 0.009 0.087
C 0.5893 -0.1315 5.1689 -0.028 -0.083 0.071
C 0.1234 1.0496 4.3310 -0.260 -0.044 -0.044
H -0.1334 -1.7848 3.1140 0.008 0.121 -0.079
H -1.8628 -1.8279 3.5517 -0.063 -0.004 -0.127
H -0.2482 -2.0869 5.6075 -0.096 -0.084 0.008
H -1.4023 -0.7520 5.7131 -0.033 -0.065 0.096
H 1.4753 -0.5764 4.7097 0.021 0.009 0.058
H 0.8442 0.1661 6.1856 0.063 0.068 -0.047
H 0.9364 1.5307 3.7922 -0.103 0.106 -0.181
H -0.4186 1.7929 4.9135 -0.014 0.006 0.031
F -7.5547 0.4416 -1.3888 0.179 0.053 -0.210
C -6.9740 0.0971 -0.2377 -0.384 0.091 0.128
F -7.3429 1.0065 0.6777 0.193 0.105 0.081
F -7.5151 -1.0678 0.1436 0.230 -0.181 0.023
C -5.4670 0.0128 -0.3479 0.123 0.009 -0.031
C -4.7921 0.5822 -1.4184 -0.047 -0.155 0.186
C -3.4114 0.4517 -1.4628 -0.301 0.132 -0.122
N -2.7156 -0.1801 -0.5300 0.337 0.012 -0.058
C -3.3630 -0.6897 0.5076 -0.358 -0.082 0.272
C -4.7400 -0.6221 0.6524 -0.001 0.092 -0.231
H -5.3224 1.1035 -2.1973 -0.058 0.034 -0.111
H -2.8436 0.8748 -2.2782 0.020 0.059 -0.161
H -2.7446 -1.1685 1.2498 0.056 -0.177 0.153
H -5.2381 -1.0513 1.5086 0.020 -0.066 0.050
C 0.2960 -3.8105 -2.9566 0.028 0.003 0.291
C 0.2921 -4.1235 -1.4618 0.151 -0.242 -0.149
C 1.7310 -4.2690 -0.9672 -0.319 0.036 -0.060
C -0.4956 -5.4102 -1.1938 0.112 0.280 0.020
N -0.3335 -2.9531 -0.8087 -0.083 0.051 0.098
N -0.1828 -2.8248 0.6086 -0.268 -0.263 0.046
H 0.7822 -4.6124 -3.5027 0.005 -0.117 -0.124
H 0.8382 -2.8865 -3.1384 0.074 0.107 -0.072
H -0.7169 -3.7000 -3.3341 -0.168 0.024 -0.094
H 2.2640 -4.9471 -1.6265 0.112 -0.061 -0.028
H 1.7648 -4.6863 0.0365 0.081 -0.013 0.118
H 2.2391 -3.3054 -0.9768 0.115 0.068 -0.031
H 0.0056 -6.2572 -1.6530 0.032 -0.144 -0.028
H -1.5012 -5.3454 -1.6097 -0.059 0.005 -0.021
H -0.5711 -5.6065 -0.1249 -0.014 -0.079 0.105
H -1.3339 -2.9731 -1.0070 0.170 0.124 0.142
H 0.8064 -2.6901 0.8122 -0.194 -0.096 -0.084
H -0.4865 -3.6687 1.1020 0.153 0.114 -0.094

Record 3
127
Properties=species:S:1:pos:R:3:forces:R:3 method="wB97M-V/def2-TZVPD" homo_ev=-11.7 max_force_ha_per_bohr=0.097 total_charge=+1 total_energy_ev=-503325.4466
C 0.2902 5.0475 -0.6882 -0.663 -0.444 0.339
C 0.0991 5.3392 0.8006 0.637 0.250 -0.109
C -0.7569 6.5681 1.1402 -0.012 -0.318 -0.202
C -2.0010 6.7977 0.2776 -0.558 0.104 0.438
C -3.2647 5.9815 0.6752 0.277 -0.021 0.082
C -2.9958 4.7335 1.5180 -0.748 -0.091 -0.566
C -4.2538 3.8597 1.7487 0.240 0.100 0.374
C -4.3613 3.3192 3.1888 -0.508 -0.596 -0.453
C -3.7526 1.9192 3.3432 1.066 1.049 0.106
C -2.2450 2.0036 3.0421 -0.586 -0.576 0.142
C -1.5015 0.6683 3.2536 0.330 0.984 -0.383
C -0.3747 0.5276 2.2054 -0.085 -0.398 0.229
C 0.9192 -0.0948 2.7065 0.086 -0.303 -0.917
O 1.6128 -0.5746 1.5474 -0.155 -0.003 0.068
C 2.5390 -1.6114 1.8617 0.129 0.469 -0.132
O 3.3040 -1.8397 0.7430 -0.374 -0.147 0.373
C 2.5052 -2.4140 -0.3208 -0.563 0.152 -0.449
C 2.3617 -1.4275 -1.4826 -0.567 -3.035 1.950
C 3.4160 -1.0988 3.0206 -0.388 -1.152 -0.900
N 3.3024 0.3758 3.0163 0.742 0.110 1.134
C 1.9246 0.8747 3.4032 -0.694 -0.143 0.341
S 1.9314 0.7058 5.2439 0.230 0.030 0.173
O 1.9274 2.1618 2.9292 0.047 -0.347 0.010
C 1.0718 3.1197 3.5758 -0.106 1.145 -0.050
C 1.8267 4.0464 4.5398 -0.306 -0.109 -0.285
H 0.4430 5.9409 -1.2896 0.254 0.026 0.019
H 1.0945 4.3244 -0.8094 0.152 0.253 -0.212
H -0.6123 4.5541 -1.0614 -0.015 0.098 -0.193
H -0.2632 4.4309 1.2823 -0.220 0.051 -0.053
H 1.0959 5.5140 1.2223 -0.010 0.006 0.126
H -0.1068 7.4418 1.0798 -0.039 0.087 -0.113
H -1.0708 6.4974 2.1832 0.072 0.123 0.095
H -1.8217 6.6473 -0.7856 0.335 -0.026 0.009
H -2.2561 7.8524 0.3912 -0.030 0.052 -0.164
H -3.7720 5.6781 -0.2398 -0.119 -0.012 -0.018
H -3.9683 6.6170 1.2178 -0.029 0.035 0.004
H -2.5971 5.0216 2.4903 0.285 -0.067 -0.050
H -2.2839 4.1223 0.9654 0.308 0.050 0.264
H -5.1715 4.3952 1.5070 0.232 0.136 0.035
H -4.2042 3.0116 1.0593 -0.189 -0.021 -0.047
H -3.8799 4.0094 3.8842 -0.037 0.024 0.102
H -5.4158 3.2483 3.4669 -0.005 0.136 0.073
H -3.8483 1.6153 4.3870 -0.323 -0.406 -0.107
H -4.2102 1.2251 2.6385 -0.219 -0.184 0.247
H -2.1130 2.3037 2.0026 0.020 0.070 0.006
H -1.8505 2.8036 3.6711 0.219 0.008 -0.068
H -1.0759 0.6220 4.2577 -0.223 -0.107 0.138
H -2.2317 -0.1322 3.1523 0.169 -0.235 0.078
H -0.1489 1.4657 1.6998 0.032 0.136 0.137
H -0.7244 -0.1422 1.4204 0.087 -0.034 -0.085
H 0.7049 -0.9662 3.3314 -0.042 0.187 0.351
H 1.9850 -2.5084 2.1686 -0.013 -0.029 0.001
H 1.5030 -2.6658 0.0299 0.103 -0.024 0.440
H 2.9687 -3.3458 -0.6270 0.264 0.040 0.068
H 1.4132 -1.5932 -1.9921 -0.055 -0.052 -0.048
H 3.1325 -1.5871 -2.2077 0.152 -0.973 0.646
H 2.3786 -0.4273 -1.1078 0.066 -0.363 0.653
H 4.4332 -1.4398 2.8630 0.169 0.349 0.031
H 3.0447 -1.5336 3.9429 0.031 0.505 0.304
H 3.5863 0.7861 2.1208 -0.371 -0.116 -0.181
H 3.9479 0.7523 3.7179 0.043 0.134 -0.150
H 0.6355 0.9274 5.5166 0.024 -0.053 -0.297
H 0.6890 3.7447 2.7752 0.029 -0.269 -0.198
H 0.1924 2.6716 4.0273 0.150 -0.406 0.093
H 2.8868 3.8073 4.5234 0.038 -0.016 0.251
H 1.4116 4.0040 5.5435 0.258 -0.164 0.147
H 1.7168 5.0738 4.1980 0.071 0.059 -0.015
C -0.0791 -4.8863 -2.3428 -0.054 -0.015 -0.184
Cl -0.8185 -3.5833 -1.3998 0.021 -0.005 0.040
Cl -0.9260 -5.1040 -3.8682 0.100 0.007 0.190
Cl 1.6403 -4.5765 -2.6265 -0.147 -0.131 -0.072
H -0.1638 -5.8013 -1.7717 0.011 0.017 0.029
C 1.9934 1.4749 -2.5152 0.469 0.158 -0.509
Cl 3.1326 0.2076 -3.0157 0.682 3.995 -2.936
Cl 2.0568 1.7428 -0.7576 -0.064 0.317 0.043
Cl 2.3178 2.9740 -3.3745 -0.147 0.026 0.016
H 0.9930 1.1473 -2.7679 -0.005 -0.060 0.076
C 6.0728 4.5882 -2.5673 -0.064 -0.102 -0.158
Cl 7.0030 3.3981 -3.4739 0.003 0.026 0.032
Cl 5.0560 5.5449 -3.6464 0.023 0.003 0.053
Cl 5.0926 3.7990 -1.3251 0.033 0.009 0.118
H 6.7658 5.2561 -2.0763 -0.002 0.010 0.023
C -0.6833 -7.0098 -7.5544 -0.057 -0.053 0.044
Cl 0.4780 -7.5494 -6.3366 0.028 0.013 -0.022
Cl -1.6554 -8.3628 -8.1266 0.006 0.079 -0.009
Cl -1.7103 -5.7230 -6.9179 -0.023 -0.028 -0.171
H -0.1288 -6.6139 -8.3949 0.001 0.003 0.002
C -3.5266 -11.3333 -9.4698 -0.020 -0.087 0.007
Cl -2.4720 -11.2688 -10.8923 0.020 0.159 0.160
Cl -5.1862 -10.8946 -9.8651 0.055 0.058 0.007
Cl -3.4569 -12.9272 -8.7217 0.016 0.026 -0.008
H -3.1594 -10.6108 -8.7542 0.041 -0.027 0.013
C 1.8761 -10.8228 -8.1413 0.013 -0.057 -0.043
Cl 3.3939 -10.3233 -8.8912 -0.017 0.034 0.021
Cl 0.5953 -10.9575 -9.3458 0.030 -0.025 0.030
Cl 2.0795 -12.3422 -7.2688 -0.014 0.029 0.014
H 1.5868 -10.0612 -7.4288 -0.003 0.000 -0.003
C -5.8031 -13.3460 -13.7601 -0.002 -0.028 0.088
Cl -4.4854 -12.6865 -12.7901 -0.137 -0.140 -0.234
Cl -6.0155 -15.0687 -13.4436 0.008 0.016 -0.026
Cl -7.3027 -12.4649 -13.4547 0.013 0.004 -0.023
H -5.5491 -13.2249 -14.8047 -0.009 0.000 -0.002
C -3.1720 2.2876 7.8591 -0.216 -0.143 0.055
Cl -1.8710 2.2243 6.6513 0.133 0.078 -0.058
Cl -4.6672 2.8440 7.1145 0.053 0.024 -0.004
Cl -3.3880 0.7170 8.6201 0.059 0.174 -0.054
H -2.8849 3.0007 8.6206 0.051 0.014 -0.033
C 9.3440 7.2318 -1.8040 0.039 -0.001 -0.114
Cl 7.7129 7.7254 -2.2735 0.037 0.051 0.029
Cl 9.3062 5.6765 -0.9641 -0.012 0.002 0.028
Cl 10.4021 7.1577 -3.2077 -0.023 0.003 0.041
H 9.7362 7.9732 -1.1209 -0.014 -0.007 0.017
C -7.7709 6.2519 0.5195 0.069 0.085 -0.014
Cl -6.6678 5.2675 -0.4466 -0.211 0.033 -0.132
Cl -7.3731 6.1353 2.2371 -0.020 -0.018 -0.001
Cl -7.7395 7.9300 -0.0147 -0.012 -0.032 0.007
H -8.7733 5.8702 0.3798 0.003 -0.012 0.008
C 7.5808 -3.1773 2.1806 0.124 -0.112 -0.078
Cl 8.9151 -3.1991 1.0347 -0.040 0.027 0.029
Cl 6.1057 -2.5633 1.4111 0.121 -0.060 -0.022
Cl 7.3002 -4.7799 2.8575 -0.021 0.048 0.016
H 7.8425 -2.5103 2.9912 -0.013 0.011 -0.005
C -3.7655 -1.7952 11.9768 -0.091 0.066 0.045
Cl -3.1580 -0.1803 12.3460 0.023 -0.027 -0.006
Cl -5.3153 -2.0772 12.7623 0.037 -0.010 -0.017
Cl -3.8983 -2.0303 10.2290 0.006 -0.141 0.045
H -3.0559 -2.5171 12.3582 0.008 -0.002 -0.018

Record 4
25
Properties=species:S:1:pos:R:3:forces:R:3 method="wB97M-V/def2-TZVPD" homo_ev=-9.0 max_force_ha_per_bohr=0.078 total_energy_ev=-16157.2091 smiles="O=C1C[C@@H]2CN=C[C@]12c1ccccc1"
O 1.3591 2.3647 -1.4102 0.776 -0.403 0.560
C 1.5441 1.5075 -0.5979 -3.472 -0.351 -0.717
C 2.3038 1.2932 0.6614 -0.531 1.018 0.872
C 1.5961 -0.0074 0.9395 -1.724 -0.906 1.898
C 2.4567 -1.2511 0.6091 2.032 2.896 1.913
N 2.1860 -1.6425 -0.6783 -0.313 -2.234 -3.034
C 1.2597 -0.9886 -1.2166 -0.693 0.611 -0.422
C 0.6985 0.0910 -0.3500 1.041 1.169 -0.218
C -0.7816 0.0639 -0.3091 0.386 0.777 0.052
C -1.4681 1.0180 0.3829 -1.183 1.394 3.121
C -2.8508 0.9118 0.5731 -0.603 -0.093 -1.491
C -3.5377 -0.1358 -0.0395 -1.614 0.802 0.229
C -2.8772 -1.0839 -0.7719 0.379 -1.486 0.826
C -1.4913 -0.9442 -0.8944 0.002 -1.583 -1.928
H 3.3100 1.1845 0.3550 1.590 0.077 0.422
H 2.1110 2.0275 1.4771 0.564 -0.039 -0.935
H 1.0643 -0.0224 2.0195 1.077 -0.128 -2.636
H 3.5328 -0.7970 0.5481 -1.315 -1.596 0.874
H 2.2721 -2.0246 1.3369 0.658 -0.510 0.117
H 0.7835 -1.1492 -2.2238 1.287 -0.025 0.870
H -0.9568 1.7254 1.0812 -0.136 -0.261 -1.158
H -3.5527 1.6334 0.9866 0.942 0.291 0.563
H -4.6620 -0.1328 0.0205 1.313 -0.291 0.150
H -3.4018 -2.0570 -0.9152 0.556 0.981 -0.870
H -0.8980 -1.5843 -1.5839 -1.017 -0.110 0.942